1.
This record from the Open Molecules 2025 dataset describes C44H55BrEuN4O2P as an isolated structure. The level of theory is ωB97M-V/def2-TZVPD.

Last column: Löwdin charge in e.
Positions of all 108 atoms, in Å:
Eu (-0.124, 0.129, 0.063)  1.7691
Br (1.915, -2.622, 0.099)  0.7890
C (1.359, -3.265, 1.796)  -0.6057
C (1.542, -4.592, 2.047)  -0.1614
C (1.236, -5.097, 3.332)  -0.1146
C (0.819, -4.243, 4.311)  -0.0730
C (0.638, -2.858, 4.049)  -0.1930
C (0.256, -1.969, 5.084)  -0.0785
C (0.096, -0.643, 4.799)  -0.0938
C (0.233, -0.171, 3.470)  -0.1849
C (0.567, -0.964, 2.394)  -0.2324
C (0.845, -2.329, 2.739)  -0.2714
H (1.928, -5.242, 1.273)  0.0821
H (1.358, -6.156, 3.535)  0.0866
H (0.615, -4.610, 5.313)  0.0963
H (0.094, -2.359, 6.085)  0.0914
H (-0.191, 0.049, 5.586)  0.0895
H (-0.030, 0.867, 3.292)  0.0522
C (-2.563, 4.283, -1.884)  -0.0191
C (-1.962, 3.108, -1.177)  -0.2970
N (-1.177, 2.301, -1.777)  0.0103
O (-0.949, 2.678, -3.105)  -0.0784
C (-2.281, 2.802, 0.241)  -0.3157
C (-3.284, 3.559, 1.043)  -0.0477
N (-1.650, 1.785, 0.717)  -0.2956
O (-1.791, 1.331, 1.913)  -0.2190
H (-3.245, 3.928, -2.661)  0.0787
H (-1.778, 4.857, -2.380)  0.0753
H (-3.107, 4.925, -1.193)  0.0642
H (-0.446, 1.916, -3.438)  0.0457
H (-2.937, 4.569, 1.292)  0.0714
H (-3.442, 3.012, 1.971)  0.0627
H (-4.237, 3.651, 0.513)  0.0704
C (0.771, -1.418, -5.081)  -0.1440
C (1.133, -0.145, -4.654)  -0.1292
C (0.961, 0.210, -3.312)  -0.2162
C (0.424, -0.643, -2.337)  -0.3091
C (0.077, -1.916, -2.822)  -0.2209
C (0.241, -2.307, -4.147)  -0.1302
H (0.896, -1.711, -6.118)  0.0760
H (1.553, 0.568, -5.359)  0.0837
H (1.272, 1.212, -3.021)  0.0404
H (-0.372, -2.636, -2.141)  0.0634
H (-0.056, -3.305, -4.458)  0.0826
C (-3.773, -4.361, 1.512)  -0.1542
C (-4.431, -3.938, 0.359)  -0.1395
C (-4.048, -2.787, -0.318)  -0.0558
C (-2.970, -1.986, 0.136)  -0.3206
C (-2.356, -2.408, 1.336)  -0.0420
C (-2.726, -3.570, 1.988)  -0.1090
N (-2.481, -0.903, -0.548)  -0.0397
C (-3.366, -0.210, -1.363)  -0.3355
C (-3.033, 0.156, -2.673)  -0.0482
C (-3.871, 0.962, -3.434)  -0.1198
C (-5.086, 1.417, -2.932)  -0.1490
C (-5.447, 1.041, -1.637)  -0.1232
C (-4.608, 0.245, -0.873)  -0.0509
H (-4.069, -5.267, 2.027)  0.0712
H (-5.252, -4.528, -0.037)  0.0803
H (-4.564, -2.504, -1.229)  0.0980
H (-1.587, -1.785, 1.773)  0.0570
H (-2.194, -3.852, 2.892)  0.0913
H (-2.083, -0.184, -3.074)  0.0881
H (-3.560, 1.244, -4.434)  0.0921
H (-5.735, 2.046, -3.530)  0.0759
H (-6.384, 1.388, -1.213)  0.0836
H (-4.879, -0.015, 0.145)  0.1143
C (2.434, 2.751, 3.339)  -0.1031
C (2.309, 3.606, 2.067)  -0.5856
C (3.039, 4.934, 2.283)  -0.0978
C (0.800, 3.886, 1.935)  -0.1035
P (2.857, 2.525, 0.594)  0.7811
N (1.852, 1.404, 0.305)  -0.3839
C (4.528, 1.736, 1.060)  -0.5947
C (5.572, 2.615, 1.756)  -0.0982
C (5.162, 1.169, -0.219)  -0.1067
C (4.217, 0.508, 1.940)  -0.1070
C (3.133, 3.680, -0.900)  -0.5836
C (3.248, 2.797, -2.161)  -0.1104
C (1.842, 4.503, -1.061)  -0.1029
C (4.329, 4.637, -0.872)  -0.0972
H (1.872, 3.242, 4.141)  0.0805
H (3.462, 2.646, 3.682)  0.0541
H (2.011, 1.757, 3.196)  0.0532
H (2.727, 5.348, 3.251)  0.0794
H (2.776, 5.669, 1.522)  0.0558
H (4.124, 4.837, 2.303)  0.0552
H (0.409, 4.194, 2.912)  0.0824
H (0.259, 2.994, 1.630)  0.0371
H (0.577, 4.681, 1.224)  0.0581
H (5.841, 3.497, 1.175)  0.0560
H (6.488, 2.024, 1.893)  0.0781
H (5.256, 2.946, 2.743)  0.0528
H (5.568, 1.945, -0.866)  0.0522
H (4.445, 0.572, -0.788)  0.0818
H (5.994, 0.515, 0.071)  0.0750
H (4.058, 0.767, 2.986)  0.0592
H (5.066, -0.185, 1.897)  0.0762
H (3.324, -0.008, 1.582)  0.0376
H (2.760, 1.836, -2.017)  0.0311
H (4.285, 2.619, -2.444)  0.0633
H (2.760, 3.297, -3.007)  0.0777
H (0.951, 3.881, -0.957)  0.0622
H (1.822, 4.943, -2.064)  0.0780
H (1.788, 5.321, -0.342)  0.0544
H (5.281, 4.106, -0.853)  0.0529
H (4.308, 5.330, -0.034)  0.0538
H (4.317, 5.236, -1.793)  0.0807

Cartesian forces (eV/Å) of the 3 atoms listed first:
Eu 1.01 0.00 0.20
Br -0.21 0.13 -0.15
C 0.04 0.05 0.00

gap between HOMO and LUMO (spin up / spin down): 5.48 / 5.48 eV
energy relative to the best compared isomer or geometry (same formula, charge and spin): 0.000 eV
E_HOMO (spin up / spin down): -1.31 / -1.32 eV
multiplicity: 7
charge: -2

***

2.
This record from the Open Molecules 2025 dataset describes a 5-piece molecular cluster, C44H55BrN7O11 overall. The level of theory is ωB97M-V/def2-TZVPD.

Last column: Löwdin charge in e.
Positions of all 118 atoms, in Å:
C (3.797, -3.838, 2.548)  -0.1388
C (3.178, -2.584, 1.632)  -0.2511
C (3.331, -2.966, 0.020)  -0.1679
C (2.414, -1.893, -0.839)  -0.1325
O (1.156, -2.553, -1.323)  -0.1274
N (0.215, -2.400, -0.378)  0.0480
C (-0.948, -1.632, -0.522)  -0.0412
N (-1.830, -1.572, 0.704)  0.1088
C (-3.303, -1.529, 0.387)  -0.2531
N (-4.036, -1.158, 1.656)  -0.0071
C (-3.646, -2.013, 2.840)  -0.2645
C (-4.088, -3.622, 2.947)  -0.0279
O (-2.895, -1.566, 3.868)  -0.0248
C (-4.030, 0.318, 1.953)  -0.2699
C (-5.494, 1.118, 1.833)  -0.0097
O (-3.000, 1.067, 2.349)  -0.0110
C (-3.718, -0.668, -0.942)  -0.0394
C (-2.423, 0.024, -1.728)  -0.2548
C (-2.085, 1.552, -1.189)  -0.1555
C (-2.518, 2.692, -2.330)  -0.6397
C (-1.496, 3.985, -2.370)  -0.1343
Br (-4.443, 3.228, -1.938)  0.6171
N (-1.217, -0.886, -1.809)  -0.0180
C (-1.486, -1.800, -2.984)  -0.1621
C (-0.811, -1.097, -4.343)  -0.1453
C (0.747, -0.635, -4.132)  -0.1658
C (1.092, 0.863, -4.788)  -0.1978
N (1.089, 1.932, -3.700)  -0.0447
C (2.413, 2.015, -2.974)  -0.3683
N (2.396, 1.904, -1.581)  0.0977
N (3.775, 2.238, -3.603)  0.0261
H (3.117, -4.799, 2.472)  0.0791
H (3.943, -3.490, 3.670)  0.0815
H (4.877, -4.105, 2.152)  0.0857
H (3.788, -1.584, 1.823)  0.1233
H (2.067, -2.345, 1.941)  0.0937
H (4.474, -2.847, -0.298)  0.1355
H (3.038, -4.092, -0.153)  0.1255
H (2.149, -0.976, -0.124)  0.1417
H (3.009, -1.505, -1.768)  0.1168
H (0.396, -2.890, 0.550)  0.1941
H (-1.527, -0.858, 1.398)  0.1440
H (-3.619, -2.658, 0.155)  0.1708
H (-4.724, -3.972, 2.004)  0.0879
H (-3.094, -4.272, 3.057)  0.1063
H (-4.727, -3.720, 3.951)  0.1122
H (-5.648, 1.633, 0.793)  0.0686
H (-6.390, 0.452, 2.192)  0.1011
H (-5.415, 2.005, 2.628)  0.1041
H (-4.183, -1.424, -1.742)  0.1287
H (-4.535, 0.153, -0.778)  0.1091
H (-2.800, 0.168, -2.852)  0.1460
H (-0.926, 1.636, -1.047)  0.1010
H (-2.703, 1.772, -0.197)  0.0997
H (-2.542, 2.255, -3.424)  0.0914
H (-2.141, 4.971, -2.345)  0.0813
H (-0.944, 3.962, -3.427)  0.0800
H (-0.642, 3.949, -1.564)  0.0552
H (-2.639, -1.990, -3.173)  0.1341
H (-0.989, -2.842, -2.783)  0.1365
H (-1.470, -0.177, -4.707)  0.1121
H (-0.848, -1.959, -5.166)  0.1308
H (1.489, -1.380, -4.692)  0.1154
H (1.106, -0.573, -3.020)  0.0817
H (2.107, 0.872, -5.386)  0.1187
H (0.175, 1.104, -5.492)  0.1208
H (0.950, 2.863, -4.157)  0.1053
H (1.376, 1.788, -1.308)  0.0163
H (4.212, 3.108, -3.173)  0.0946
H (4.417, 1.460, -3.280)  0.0807
C (3.221, -4.882, 6.876)  0.0196
C (4.079, -5.256, 7.830)  0.0270
C (4.831, -6.523, 7.730)  -0.3792
O (5.616, -6.867, 8.603)  0.1120
C (4.599, -7.358, 6.535)  0.0268
C (3.741, -6.984, 5.581)  0.0214
C (2.989, -5.717, 5.681)  -0.3915
O (2.204, -5.373, 4.808)  0.0618
H (2.661, -3.957, 6.935)  0.1224
H (4.261, -4.654, 8.712)  0.1258
H (5.159, -8.283, 6.476)  0.1255
H (3.559, -7.586, 4.699)  0.1219
C (5.446, -1.919, -7.269)  0.0312
C (5.271, -1.506, -6.010)  0.0212
C (4.622, -2.370, -5.004)  -0.3908
O (4.460, -1.992, -3.851)  0.0635
C (4.174, -3.706, -5.442)  0.0172
C (4.349, -4.119, -6.701)  0.0292
C (4.998, -3.256, -7.708)  -0.3767
O (5.160, -3.634, -8.860)  0.1174
H (5.919, -1.298, -8.020)  0.1278
H (5.595, -0.529, -5.672)  0.1209
H (3.701, -4.327, -4.692)  0.1203
H (4.025, -5.097, -7.039)  0.1266
C (1.246, 6.577, 1.176)  0.0261
C (1.071, 6.989, 2.435)  0.0318
C (0.422, 6.126, 3.441)  -0.3758
O (0.260, 6.504, 4.593)  0.1156
C (-0.026, 4.789, 3.003)  0.0300
C (0.149, 4.377, 1.743)  0.0191
C (0.798, 5.240, 0.737)  -0.3770
O (0.960, 4.862, -0.415)  0.0541
H (1.719, 7.198, 0.425)  0.1238
H (1.395, 7.967, 2.772)  0.1276
H (-0.499, 4.169, 3.753)  0.1260
H (-0.175, 3.399, 1.406)  0.1117
C (-5.993, 6.932, 3.331)  0.0277
C (-6.952, 6.045, 3.047)  0.0252
C (-6.720, 4.946, 2.089)  -0.3850
O (-7.597, 4.136, 1.827)  0.0920
C (-5.387, 4.864, 1.459)  -0.0011
C (-4.428, 5.751, 1.743)  0.0286
C (-4.660, 6.850, 2.701)  -0.3796
O (-3.783, 7.661, 2.963)  0.1053
H (-6.147, 7.745, 4.030)  0.1261
H (-7.934, 6.092, 3.501)  0.1251
H (-5.233, 4.052, 0.759)  0.0470
H (-3.445, 5.705, 1.289)  0.1181

Cartesian forces (eV/Å) of the 3 atoms listed first:
C 0.30 0.73 -0.18
C 0.99 -0.61 -0.02
C 0.04 0.77 0.67

gap between HOMO and LUMO: 8.27 eV
energy relative to the best compared isomer or geometry (same formula, charge and spin): 7.432 eV
E_HOMO: -11.83 eV
charge: +1

***

Question: What is the energy relative to the best compared isomer or geometry (same formula, charge and spin) in the first record?
Answer: 0.000 eV